Entry 1:
CH11N3O3 | ωB97M-V/def2-TZVPD

Results
Orbital gap (Eh): 0.335
LUMO level (hartree): 0.021
SMILES: N=C(N)N.O.O.O
Highest occupied orbital energy (eV): -8.54
ΔE to the lowest compared entry with this formula, charge and spin (eV): 1.478
Charge: 0

Atoms and positions in Å:
N -0.44 -1.65 0.66
C 0.49 -0.76 0.24
N 1.48 -1.18 -0.58
N 0.23 0.52 0.54
H -0.35 -2.63 0.46
H -1.35 -1.21 0.74
H 2.40 -0.78 -0.46
H 1.43 -2.16 -0.84
H 0.62 0.66 1.47
H -3.35 0.11 0.07
H -4.05 -1.06 -0.68
O -3.21 -0.60 -0.58
H 3.49 1.87 0.66
H 2.12 1.18 0.42
O 3.09 1.06 0.35
H -0.51 2.67 -1.35
H -0.91 1.53 -0.40
O -1.19 2.43 -0.72

The net atomic charges from natural (NBO), expressed in e, are: -0.79 0.68 -0.79 -1.05 0.38 0.43 0.44 0.38 0.38 0.48 0.47 -0.95 0.48 0.50 -1.00 0.46 0.50 -0.98

=====

Entry 2:
C48H47InN3O3PTe | ωB97M-V/def2-TZVPD

Results
Orbital gap (spin up / spin down) (Eh): 0.264 / 0.264
Expectation value of S²: 0.754
LUMO level (spin up / spin down) (hartree): -0.094 / -0.146
Spin multiplicity: 2
Highest occupied orbital energy (spin up / spin down) (eV): -9.76 / -11.15
ΔE to the lowest compared entry with this formula, charge and spin (eV): 0.005
Charge: +1

Atoms and positions in Å:
In -0.58 0.35 -0.56
C 1.50 0.38 -3.19
C 1.94 -1.09 -3.19
C 2.08 -1.57 -4.63
C 0.94 -1.97 -2.45
C 1.28 -3.46 -2.53
O 1.14 -3.92 -1.17
C 0.92 -2.85 -0.40
N 0.83 -1.71 -0.98
C 0.85 -3.25 1.04
C 1.58 -4.39 1.38
C 1.49 -4.94 2.65
C 0.64 -4.38 3.59
C -0.10 -3.26 3.26
C 0.02 -2.67 2.01
P -0.99 -1.21 1.64
C -0.90 -0.10 3.08
C -1.77 0.99 3.06
C -1.72 1.94 4.07
C -0.80 1.82 5.10
C 0.08 0.75 5.11
C 0.03 -0.21 4.11
C -2.69 -1.88 1.74
C -3.47 -1.77 2.89
C -4.73 -2.35 2.94
C -5.21 -3.06 1.84
C -4.44 -3.18 0.70
C -3.18 -2.60 0.65
H 2.20 1.00 -3.75
H 1.46 0.79 -2.18
H 0.52 0.47 -3.67
H 2.90 -1.16 -2.68
H 1.11 -1.55 -5.14
H 2.48 -2.58 -4.71
H 2.76 -0.91 -5.18
H -0.05 -1.78 -2.87
H 2.31 -3.64 -2.84
H 0.61 -4.04 -3.15
H 2.21 -4.86 0.64
H 2.08 -5.82 2.90
H 0.54 -4.83 4.57
H -0.78 -2.83 3.99
H -2.49 1.10 2.26
H -2.40 2.78 4.05
H -0.75 2.57 5.88
H 0.82 0.66 5.90
H 0.72 -1.04 4.14
H -3.11 -1.22 3.75
H -5.33 -2.25 3.83
H -6.20 -3.50 1.88
H -4.81 -3.73 -0.15
H -2.57 -2.71 -0.24
O -3.77 -0.88 -3.03
C -2.79 -0.86 -2.39
N -1.78 -0.90 -1.74
C 7.07 1.87 5.46
C 6.04 1.46 4.45
C 5.60 2.34 3.47
C 4.64 1.98 2.53
C 4.28 3.00 1.48
C 4.10 0.69 2.60
Te 2.73 -0.06 1.18
N 1.61 1.35 0.31
C 1.19 2.17 1.33
O 1.41 1.91 2.51
C 0.46 3.42 0.94
C 0.15 4.32 1.95
C -0.45 5.53 1.64
C -0.74 5.84 0.31
C -0.43 4.94 -0.70
C 0.17 3.73 -0.38
C 4.17 -0.08 -0.38
C 4.21 1.00 -1.25
C 5.24 1.11 -2.18
C 6.22 0.13 -2.24
C 6.16 -0.95 -1.38
C 5.14 -1.08 -0.44
C 5.15 -2.28 0.48
C 4.49 -0.21 3.59
C 3.92 -1.60 3.81
C 5.47 0.19 4.49
H 7.59 2.78 5.15
H 7.81 1.08 5.61
H 6.61 2.07 6.43
H 6.01 3.34 3.42
H 3.81 3.87 1.96
H 3.59 2.63 0.73
H 5.18 3.35 0.97
H 0.38 4.06 2.97
H -0.68 6.24 2.42
H -1.20 6.79 0.07
H -0.64 5.18 -1.73
H 0.44 3.04 -1.17
H 3.44 1.76 -1.21
H 5.27 1.96 -2.85
H 7.03 0.21 -2.95
H 6.92 -1.72 -1.43
H 5.37 -3.19 -0.08
H 4.20 -2.43 0.99
H 5.93 -2.17 1.24
H 3.13 -1.88 3.11
H 3.51 -1.68 4.81
H 4.71 -2.36 3.72
H 5.79 -0.51 5.26

Atomic partial charges in e from the Mulliken method, atoms 1 to 99: 1.68 -1.29 1.47 -1.81 -0.46 -0.74 -0.38 -0.49 1.53 -0.09 -0.51 -0.98 -0.85 -0.50 0.60 1.43 0.78 -0.86 -0.76 -0.66 -0.60 -0.73 0.78 -0.37 -0.77 -0.55 -0.83 -0.49 0.53 -0.23 0.33 -0.44 0.41 0.41 0.47 0.37 0.41 0.20 0.62 0.44 0.48 0.55 0.52 0.45 0.40 0.44 0.16 0.39 0.44 0.40 0.45 0.33 -0.58 0.73 -0.82 -1.56 0.72 -0.85 0.91 -1.11 0.59 -0.07 0.05 -0.04 -0.43 0.78 -0.42 -0.93 -0.51 -1.12 -0.07 0.90 -0.34 -1.13 -0.93 -0.59 0.59 -1.40 0.92 -1.30 -0.90 0.37 0.39 0.30 0.44 0.48 -0.60 0.52 0.48 0.45 0.42 0.46 0.51 0.45 0.54 0.42 0.51 0.60 -0.23

=====

Entry 3:
C44H62BBaN10O2S | ωB97M-V/def2-TZVPD

Results
Orbital gap (Eh): 0.278
LUMO level (hartree): -0.100
Highest occupied orbital energy (eV): -10.27
ΔE to the lowest compared entry with this formula, charge and spin (eV): 1.379
Charge: +1

Atoms and positions in Å:
Ba 0.50 -0.16 0.34
C 3.70 1.45 -1.10
C 3.46 1.72 0.34
C 4.29 2.43 1.22
C 3.63 2.41 2.44
C 4.10 3.02 3.72
N 2.47 1.74 2.27
N 2.37 1.30 0.99
B 1.32 1.61 3.28
N 1.07 0.13 3.65
N 1.00 -0.87 2.74
C 0.98 -2.02 3.41
C 0.93 -3.37 2.77
C 1.02 -1.76 4.78
C 1.08 -0.39 4.90
C 1.06 0.41 6.16
N 0.05 2.28 2.72
N -0.59 1.87 1.59
C -1.56 2.76 1.37
C -2.50 2.72 0.21
C -1.56 3.73 2.37
C -0.52 3.39 3.21
C -0.11 4.12 4.45
H 4.18 2.31 -1.56
H 4.36 0.58 -1.22
H 2.76 1.25 -1.62
H 5.24 2.88 1.01
H 5.10 3.41 3.57
H 3.45 3.83 4.04
H 4.13 2.28 4.52
H 1.63 2.18 4.27
H 0.72 -3.31 1.70
H 1.88 -3.88 2.92
H 0.16 -3.98 3.25
H 1.04 -2.48 5.58
H 1.03 -0.28 7.00
H 1.94 1.05 6.26
H 0.17 1.05 6.20
H -2.07 2.22 -0.65
H -3.43 2.21 0.48
H -2.77 3.74 -0.05
H -2.23 4.58 2.45
H -0.80 4.94 4.61
H -0.13 3.46 5.32
H 0.90 4.52 4.36
C -2.70 -0.48 2.18
C -3.10 -0.42 0.74
C -4.44 -0.29 0.40
C -4.79 -0.18 -0.94
C -3.78 -0.21 -1.89
C -2.46 -0.36 -1.48
N -2.14 -0.46 -0.19
C -1.37 -0.42 -2.49
C -1.62 -0.10 -3.83
C -0.59 -0.20 -4.75
C 0.65 -0.63 -4.33
C 0.84 -0.93 -2.98
N -0.15 -0.78 -2.09
C 2.14 -1.46 -2.50
C 3.08 -1.95 -3.40
C 4.28 -2.43 -2.92
C 4.49 -2.45 -1.55
C 3.49 -1.97 -0.70
C 3.66 -2.01 0.78
N 2.36 -1.47 -1.18
H -3.54 -0.20 2.82
H -1.87 0.19 2.36
H -2.38 -1.49 2.47
H -5.20 -0.27 1.17
H -5.82 -0.07 -1.24
H -4.06 -0.13 -2.93
H -2.59 0.22 -4.16
H -0.76 0.06 -5.79
H 1.45 -0.72 -5.05
H 2.88 -1.98 -4.46
H 5.03 -2.80 -3.60
H 5.42 -2.83 -1.14
H 4.64 -2.41 1.06
H 2.89 -2.64 1.21
H 3.55 -1.01 1.20
O 0.87 2.92 -0.91
C 0.67 3.60 -1.91
C 1.04 5.07 -1.99
C -0.17 6.01 -2.20
C -1.50 5.29 -2.42
C -1.62 4.60 -3.78
C -0.34 3.84 -4.15
N 0.16 3.05 -3.04
H 1.76 5.19 -2.81
H 1.56 5.30 -1.07
H 0.02 6.70 -3.03
H -0.28 6.63 -1.30
H -2.32 6.00 -2.31
H -1.61 4.55 -1.63
H -1.82 5.33 -4.56
H -2.47 3.91 -3.75
H 0.43 4.54 -4.46
H -0.52 3.17 -4.99
H -0.17 2.10 -2.94
C -0.53 -6.18 -3.09
C -1.23 -6.63 -1.80
C -0.72 -5.84 -0.60
S -1.24 -4.08 -0.72
O -0.04 -3.26 -0.39
C -2.27 -4.02 0.79
C -3.64 -4.68 0.67
C -4.37 -4.30 -0.62
H -1.00 -6.64 -3.96
H 0.52 -6.47 -3.07
H -0.59 -5.10 -3.20
H -1.05 -7.69 -1.64
H -2.31 -6.50 -1.90
H 0.37 -5.81 -0.58
H -1.09 -6.26 0.34
H -2.36 -2.95 0.94
H -1.67 -4.44 1.60
H -4.23 -4.37 1.53
H -3.53 -5.77 0.72
H -4.38 -3.22 -0.76
H -5.40 -4.65 -0.59
H -3.89 -4.75 -1.49

Atomic partial charges in e from the Mulliken method, atoms 1 to 99: 1.88 -1.03 0.12 -1.92 0.98 -1.43 0.50 2.33 -3.33 0.27 1.16 0.43 -1.44 -1.74 0.84 -1.45 0.13 2.58 0.36 -0.89 -2.13 1.09 -1.43 0.53 0.21 -0.18 0.55 0.41 0.18 0.27 -0.12 -0.06 0.35 0.43 0.54 0.40 0.22 0.21 -0.22 0.28 0.52 0.55 0.39 0.19 0.22 -0.73 -0.04 -1.18 -1.32 -1.10 0.10 2.89 -0.02 -0.96 -1.53 -0.93 0.44 0.59 0.31 -1.44 -0.93 -1.09 0.10 -0.56 1.71 0.57 -0.13 0.11 0.54 0.48 0.53 0.44 0.49 0.51 0.49 0.47 0.54 0.58 -0.14 -0.03 -0.49 0.45 -1.16 -0.88 0.00 -0.65 -0.96 0.32 0.50 0.28 0.29 0.44 0.61 -0.44 0.39 0.34 0.34 0.45 -0.10

=====

Entry 4:
C4H6N2O2 | ωB97M-V/def2-TZVPD

Results
Orbital gap (Eh): 0.299
LUMO level (hartree): -0.047
SMILES: C/N=C(/N)C(=O)C=O
Highest occupied orbital energy (eV): -9.41
ΔE to the lowest compared entry with this formula, charge and spin (eV): 4.263
Charge: 0

Atoms and positions in Å:
C 2.14 0.15 0.40
C 0.27 0.29 -1.04
C -0.58 0.16 0.12
C -0.36 -0.75 1.44
H 1.56 0.47 1.34
H 2.97 1.00 0.22
H 2.58 -0.87 0.56
H -1.38 0.37 -2.45
H 0.31 0.65 -3.05
H 0.82 -1.14 1.51
N 1.59 -0.02 -0.99
N -0.35 0.36 -2.26
O -1.70 0.69 0.12
O -1.35 -0.95 2.26

The net atomic charges from natural (NBO), expressed in e, are: -0.49 0.29 0.38 0.32 0.19 0.23 0.21 0.43 0.42 0.16 -0.43 -0.80 -0.45 -0.46

=====

Entry 5:
C6H13N2 | ωB97M-V/def2-TZVPD

Results
Orbital gap (Eh): 0.417
LUMO level (hartree): -0.117
SMILES: CC[C@@H]1NC=[NH+][C@H]1C
Highest occupied orbital energy (eV): -14.51
ΔE to the lowest compared entry with this formula, charge and spin (eV): 1.344
Charge: +1

Atoms and positions in Å:
C -1.69 -1.25 0.39
C -0.01 0.36 0.19
C -0.01 -0.83 -1.16
C -0.20 -0.27 -2.52
C 1.25 1.46 2.11
C 1.33 0.63 0.86
N -1.12 -0.24 1.02
N -1.23 -1.64 -0.76
H -2.57 -1.79 0.93
H -0.49 1.21 -0.18
H 0.86 -1.46 -1.12
H -1.13 0.45 -2.41
H -0.52 -0.95 -3.36
H 0.67 0.21 -2.83
H 0.78 0.99 2.88
H 0.76 2.50 2.02
H 2.26 1.75 2.34
H 1.83 -0.30 1.08
H 1.96 1.14 0.19
H -1.21 0.16 1.92
H -1.52 -2.14 -1.62

The net atomic charges from natural (NBO), expressed in e, are: 0.40 0.00 -0.03 -0.65 -0.61 -0.43 -0.54 -0.56 0.26 0.20 0.22 0.22 0.24 0.25 0.20 0.22 0.25 0.22 0.24 0.45 0.47

=====

Entry 6:
C6H8N2O2 | ωB97M-V/def2-TZVPD

Results
Orbital gap (Eh): 0.363
LUMO level (hartree): 0.023
SMILES: NC(=O)CCc1cnco1
Highest occupied orbital energy (eV): -9.25
ΔE to the lowest compared entry with this formula, charge and spin (eV): 1.015
Charge: 0

Atoms and positions in Å:
N -0.03 0.48 2.73
C -0.17 1.21 1.61
C 1.02 1.39 0.69
C 0.57 1.40 -0.78
C 0.10 0.07 -1.26
C -1.11 -0.46 -1.57
N -0.95 -1.80 -1.89
C 0.32 -2.02 -1.76
O 1.02 -0.93 -1.41
H 1.47 2.37 0.92
H 1.76 0.61 0.87
H -0.25 2.11 -0.91
H 1.41 1.74 -1.40
H -2.08 0.04 -1.58
H 0.86 -2.96 -1.83
O -1.10 2.04 1.68
H 0.81 -0.08 2.82
H -0.82 0.91 3.37

The net atomic charges from natural (NBO), expressed in e, are: -0.84 0.65 -0.48 -0.44 0.23 -0.12 -0.45 0.31 -0.42 0.25 0.21 0.25 0.23 0.22 0.19 -0.66 0.40 0.45